<one>
Computed, not measured: the molecule C7H12N2O, with ωB97M-V/def2-TZVPD.

```
22
C7H12N2O, DFT ωB97M-V/def2-TZVPD
H -2.20 1.97 0.90
N -1.24 1.70 0.60
C -0.94 0.54 0.12
O -1.68 -0.57 -0.12
C -3.03 -0.71 -0.06
C 0.53 0.18 -0.19
N 1.46 1.19 -0.17
C 1.34 2.42 0.07
C 0.67 -0.92 -1.28
C 0.96 -1.15 0.18
C 2.43 -1.28 0.71
H -3.61 -0.16 0.81
H -3.25 -1.72 -0.03
H -3.53 -0.24 -0.90
H 2.28 3.02 0.10
H 0.39 2.95 0.02
H 1.40 -0.54 -1.99
H -0.29 -1.10 -1.62
H 0.05 -1.64 0.51
H 2.45 -2.17 1.33
H 2.85 -0.38 1.23
H 2.97 -1.39 -0.23
```

The gap between HOMO and LUMO comes out at 9.327 eV. Its multiplicity is 1. As for the structure (SMILES): [H]/N=C(\OC)[C@]1(N=C)C[C@H]1C.

<two>
Computed, not measured: the molecule C7H12N2O, with ωB97M-V/def2-TZVPD.

```
22
C7H12N2O, DFT ωB97M-V/def2-TZVPD
C 2.23 1.48 -0.94
C -2.30 -0.51 -0.03
C 0.11 -2.46 -0.15
N -0.78 0.88 1.44
C -0.22 1.36 0.24
C 1.48 1.18 0.32
C -0.98 -0.30 0.66
C 0.12 -1.17 0.63
N -0.61 2.18 -0.68
O 1.98 1.34 1.42
H -0.05 0.78 2.15
H -1.50 1.87 -1.06
H 0.77 -1.20 1.50
H 1.61 1.65 -1.83
H 2.90 0.65 -1.16
H 2.82 2.39 -0.82
H -2.80 -1.41 0.33
H -2.16 -0.64 -1.11
H -2.96 0.34 0.11
H -0.40 -3.25 0.41
H -0.40 -2.37 -1.11
H 1.14 -2.80 -0.32
```

The gap between HOMO and LUMO (alpha / beta) comes out at 8.720 / 8.721 eV. Its multiplicity is 1.

Of them, <one> has the lowest stability.

<one>
Computed, not measured: the molecule C7H12N2O, with ωB97M-V/def2-TZVPD.

```
22
C7H12N2O, DFT ωB97M-V/def2-TZVPD
H 0.61 0.33 0.60
N -0.23 0.94 0.05
C -0.91 -0.05 -0.35
O -0.14 -1.27 0.20
C -2.37 -0.16 -0.36
C -3.34 0.88 -0.91
C -4.21 -0.30 -1.47
C -5.67 -0.38 -1.08
C -6.50 0.76 -1.66
C -3.22 -1.29 -0.84
N -3.13 -1.00 0.59
H -0.56 -2.07 -0.15
H -2.89 1.50 -1.70
H -3.81 1.52 -0.15
H -4.11 -0.34 -2.57
H -5.75 -0.38 0.02
H -6.08 -1.35 -1.42
H -7.55 0.68 -1.37
H -6.13 1.73 -1.32
H -6.46 0.75 -2.76
H -2.93 -2.27 -1.22
H -2.51 -1.67 1.02
```

The gap between HOMO and LUMO comes out at 9.749 eV. Its multiplicity is 1. As for the structure (SMILES): [H]/N=C(\O)[C@@]12C[C@H](CC)[C@@H]1N2.

<two>
Computed, not measured: the molecule C7H12N2O, with ωB97M-V/def2-TZVPD.

```
22
C7H12N2O, DFT ωB97M-V/def2-TZVPD
H -1.80 2.64 1.01
N -2.27 2.43 0.13
C -1.73 1.45 -0.49
O -2.24 1.12 -1.68
C -0.41 0.81 -0.21
C 0.69 1.61 0.46
C 0.00 0.54 1.23
C 0.62 -0.85 1.26
C 0.22 -1.46 -0.11
C 1.22 -2.45 -0.68
N -0.01 -0.32 -1.01
H -2.26 1.96 -2.20
H 0.47 2.65 0.71
H 1.70 1.42 0.10
H -0.68 0.84 2.04
H 0.25 -1.45 2.10
H 1.72 -0.79 1.35
H -0.75 -1.97 0.03
H 2.20 -1.97 -0.82
H 1.35 -3.30 0.00
H 0.88 -2.84 -1.65
H 0.83 -0.10 -1.55
```

The gap between HOMO and LUMO comes out at 9.963 eV. Its multiplicity is 1. As for the structure (SMILES): [H]/N=C(/O)[C@@]12C[C@@H]1C[C@H](C)N2.

<three>
Computed, not measured: a cluster of 2 separate species, C7H12N2O in total, with ωB97M-V/def2-TZVPD.

```
22
C7H12N2O, DFT ωB97M-V/def2-TZVPD
N -1.12 -2.30 1.78
C -1.23 -1.24 1.25
C -0.67 -0.17 0.40
N 0.53 0.40 0.93
C 1.75 0.22 0.19
C 2.16 1.14 -0.93
C 2.86 1.19 0.40
C -0.91 -0.29 -1.10
C -1.68 0.71 -0.31
H 0.40 1.36 1.23
H 2.03 -0.83 0.09
H 2.68 0.72 -1.79
H 1.48 1.96 -1.17
H 2.67 2.05 1.04
H 3.88 0.80 0.47
H -0.10 0.06 -1.74
H -1.42 -1.18 -1.47
H -2.74 0.51 -0.13
H -1.40 1.76 -0.39
O -3.32 -2.02 0.53
H -3.18 -2.11 -0.42
H -2.67 -2.73 1.13
```

The gap between HOMO and LUMO comes out at 9.988 eV. Its multiplicity is 1. As for the structure (SMILES): N#CC1(NC2CC2)CC1.O.

Of them, <three> has the lowest stability.

<one>
Computed, not measured: a structure of composition C2H5FSi, with ωB97M-V/def2-TZVPD.

```
9
C2H5FSi, DFT ωB97M-V/def2-TZVPD
C -0.32 -1.66 -0.21
C 0.20 -0.44 -0.21
F 2.38 1.01 -0.58
Si 1.83 0.02 0.64
H -1.25 -1.90 -0.69
H 0.19 -2.50 0.25
H -0.36 0.35 -0.70
H -1.55 2.30 0.55
H -1.12 2.82 0.94
```

The gap between HOMO and LUMO comes out at 8.482 eV. Its multiplicity is 1.

<two>
Computed, not measured: a cluster of 2 separate species, C2H5FSi in total, with ωB97M-V/def2-TZVPD.

```
9
C2H5FSi, DFT ωB97M-V/def2-TZVPD
C 1.38 0.60 0.05
C 0.30 0.22 0.73
F 2.52 1.22 0.42
Si -1.16 -0.63 -0.02
H 1.64 0.19 -2.20
H 0.24 0.71 1.77
H -0.92 -1.54 -1.23
H -2.10 0.64 -0.42
H -1.91 -1.42 0.89
```

The gap between HOMO and LUMO (alpha / beta) comes out at 9.410 / 9.401 eV. Its multiplicity is 1.

<three>
Computed, not measured: a cluster of 2 separate species, C2H5FSi in total, with ωB97M-V/def2-TZVPD.

```
9
C2H5FSi, DFT ωB97M-V/def2-TZVPD
C 2.13 0.21 0.11
C 0.93 -0.17 0.47
F 0.23 -1.07 -0.25
Si -2.85 -0.07 0.11
H 2.69 0.92 0.69
H 2.59 -0.18 -0.78
H 0.37 0.16 1.33
H -2.80 1.18 -0.69
H -3.29 -0.98 -0.98
```

The gap between HOMO and LUMO comes out at 7.739 eV. Its multiplicity is 1.

Of them, <two> has the lowest stability.

<one>
Computed, not measured: a structure of composition C9H11NSi, with ωB97M-V/def2-TZVPD.

```
22
C9H11NSi, DFT ωB97M-V/def2-TZVPD
C -2.32 -0.82 0.54
C 1.96 1.63 1.63
C 0.61 1.77 1.90
C 2.43 0.81 0.69
C -0.34 1.03 1.14
C 1.50 0.02 -0.03
C 0.13 0.14 0.13
C -0.32 -2.28 -0.69
C -0.73 -0.76 -0.59
N -3.28 -0.98 1.14
Si -1.35 0.18 -2.21
H 2.70 2.17 2.17
H 0.33 2.50 2.59
H 3.48 0.59 0.65
H -1.38 0.89 1.21
H 2.07 -0.69 -0.68
H 0.57 -2.28 -1.27
H -1.20 -2.77 -0.90
H 0.13 -2.52 0.37
H -1.11 1.63 -2.42
H -2.82 0.10 -1.75
H -1.05 -0.37 -3.61
```

The gap between HOMO and LUMO comes out at 9.664 eV. Its multiplicity is 1.

<two>
Computed, not measured: the molecule C9H11NSi, with ωB97M-V/def2-TZVPD.

```
22
C9H11NSi, DFT ωB97M-V/def2-TZVPD
C 0.15 0.99 2.17
C 0.55 1.01 0.62
Si -0.43 2.53 -0.07
C 1.89 1.07 0.37
N 2.99 1.01 0.06
C 0.04 -0.21 -0.06
C 0.68 -0.55 -1.26
C 0.23 -1.73 -1.99
C -0.62 -2.66 -1.46
C -1.23 -2.32 -0.25
C -0.93 -1.11 0.36
H 1.09 0.49 2.65
H -0.69 0.28 2.26
H 0.03 1.96 2.66
H -1.11 3.17 1.09
H -1.06 1.95 -1.15
H 0.67 3.38 -0.65
H 1.39 0.12 -1.79
H 0.74 -1.98 -2.99
H -0.78 -3.67 -1.93
H -2.02 -2.94 0.15
H -1.59 -0.78 1.20
```

The gap between HOMO and LUMO comes out at 9.829 eV. Its multiplicity is 1. As for the structure (SMILES): C[C@@]([SiH3])(C#N)c1ccccc1.

Of them, <one> has the lowest stability.

<one>
Computed, not measured: the molecule C19H21NO4, with ωB97M-V/def2-TZVPD.

```
45
C19H21NO4, DFT ωB97M-V/def2-TZVPD
C -0.22 -4.01 0.13
C -0.62 -2.67 -0.49
N -1.56 -2.03 0.41
C -2.54 -1.14 -0.19
C -3.06 -0.15 0.86
C -3.92 0.93 0.21
O -3.17 1.66 -0.74
C -1.91 1.99 -0.31
C -1.18 2.91 -1.06
C 0.09 3.27 -0.66
C 0.64 2.74 0.50
C -0.08 1.82 1.24
C -1.34 1.42 0.83
O -2.00 0.46 1.56
C 0.67 -1.84 -0.74
C 0.51 -0.64 -1.69
O 1.77 -0.06 -1.94
C 2.48 0.17 -0.78
C 3.55 1.06 -0.83
C 4.26 1.35 0.32
C 3.91 0.75 1.52
C 2.86 -0.15 1.57
C 2.15 -0.45 0.42
O 1.14 -1.38 0.51
H -1.12 -4.58 0.37
H 0.39 -4.59 -0.56
H 0.34 -3.84 1.05
H -1.11 -2.84 -1.45
H -1.04 -1.55 1.14
H -2.15 -0.58 -1.05
H -3.38 -1.75 -0.55
H -3.63 -0.69 1.63
H -4.29 1.61 0.99
H -4.77 0.50 -0.33
H -1.63 3.32 -1.95
H 0.66 3.98 -1.25
H 1.63 3.03 0.82
H 0.33 1.37 2.13
H 1.43 -2.50 -1.19
H 0.11 -0.95 -2.66
H -0.14 0.11 -1.23
H 3.79 1.52 -1.77
H 5.09 2.04 0.28
H 4.46 0.98 2.43
H 2.58 -0.64 2.49
```

The gap between HOMO and LUMO comes out at 9.112 eV. Its multiplicity is 1. As for the structure (SMILES): C[C@@H](NC[C@@H]1COc2ccccc2O1)[C@H]1COc2ccccc2O1.

<two>
Computed, not measured: the molecule C19H21NO4, with ωB97M-V/def2-TZVPD.

```
45
C19H21NO4, DFT ωB97M-V/def2-TZVPD
C -3.13 -4.35 1.51
C -2.35 -3.38 0.69
C -2.97 -2.29 0.08
C -2.25 -1.37 -0.65
C -0.87 -1.51 -0.80
C -0.08 -0.52 -1.61
O 1.28 -0.39 -1.17
C 1.58 -0.17 0.10
O 0.78 0.03 1.00
C 3.02 -0.18 0.32
C 3.73 0.03 1.49
C 5.09 -0.09 1.15
C 5.11 -0.38 -0.19
O 3.88 -0.43 -0.69
C -0.79 0.85 -1.73
O -1.14 1.28 -2.81
N -0.98 1.47 -0.56
C -1.63 2.75 -0.43
C -2.81 2.65 0.55
C -2.21 3.07 1.90
C -1.31 4.24 1.51
C -0.67 3.79 0.19
C -0.25 -2.60 -0.21
C -0.98 -3.52 0.53
H -3.12 -4.05 2.55
H -2.69 -5.35 1.45
H -4.16 -4.40 1.17
H -4.04 -2.17 0.18
H -2.76 -0.55 -1.13
H 0.03 -0.89 -2.64
H 3.30 0.25 2.45
H 5.93 0.01 1.81
H 5.93 -0.55 -0.86
H -0.64 1.02 0.29
H -1.95 3.03 -1.43
H -3.23 1.64 0.57
H -3.59 3.35 0.26
H -2.97 3.34 2.62
H -1.62 2.26 2.31
H -1.92 5.13 1.34
H -0.57 4.47 2.27
H 0.29 3.31 0.39
H -0.50 4.63 -0.48
H 0.82 -2.74 -0.33
H -0.47 -4.36 0.98
```

The gap between HOMO and LUMO comes out at 9.306 eV. Its multiplicity is 1. As for the structure (SMILES): Cc1ccc([C@H](OC(=O)c2ccco2)C(=O)NC2CCCC2)cc1.

Of them, <one> has the lowest stability.

<one>
Computed, not measured: the molecule C22H25N3O4, with ωB97M-V/def2-TZVPD.

```
54
C22H25N3O4, DFT ωB97M-V/def2-TZVPD
C -5.76 -0.73 -0.36
O -4.89 -1.72 -0.88
C -3.59 -1.80 -0.49
C -2.89 -2.86 -1.08
C -1.56 -3.10 -0.82
C -0.88 -2.26 0.06
C 0.52 -2.47 0.34
N 1.16 -3.57 0.03
O 2.44 -3.37 0.46
C 2.48 -2.15 1.00
C 3.73 -1.67 1.62
C 4.03 -0.20 1.32
C 4.54 0.01 -0.12
C 3.47 -0.28 -1.16
O 3.34 -1.36 -1.70
N 2.70 0.79 -1.46
C 1.62 0.74 -2.42
C 0.24 0.65 -1.74
C 0.03 1.81 -0.80
C -0.56 2.99 -1.24
C -0.70 4.06 -0.37
C -0.25 3.97 0.93
C 0.34 2.80 1.37
C 0.48 1.72 0.51
N 1.33 -1.55 0.96
C -1.56 -1.20 0.66
C -2.90 -0.95 0.40
O -3.59 0.09 0.98
C -2.92 0.93 1.88
H -6.72 -0.93 -0.84
H -5.87 -0.82 0.72
H -5.43 0.28 -0.62
H -3.45 -3.49 -1.75
H -1.04 -3.92 -1.28
H 3.63 -1.79 2.71
H 4.55 -2.31 1.28
H 3.13 0.39 1.49
H 4.81 0.15 2.01
H 5.37 -0.67 -0.30
H 4.89 1.03 -0.23
H 2.77 1.62 -0.90
H 1.67 1.64 -3.04
H 1.78 -0.15 -3.03
H 0.19 -0.28 -1.19
H -0.52 0.64 -2.51
H -0.91 3.06 -2.26
H -1.17 4.97 -0.72
H -0.37 4.81 1.61
H 0.68 2.72 2.39
H 0.92 0.80 0.86
H -1.01 -0.57 1.34
H -2.54 0.37 2.75
H -3.66 1.65 2.21
H -2.09 1.46 1.40
```

The gap between HOMO and LUMO comes out at 8.564 eV. Its multiplicity is 1. As for the structure (SMILES): COc1ccc(-c2noc(CCCC(=O)NCCc3ccccc3)n2)cc1OC.

<two>
Computed, not measured: the molecule C22H25N3O4, with ωB97M-V/def2-TZVPD.

```
54
C22H25N3O4, DFT ωB97M-V/def2-TZVPD
C 0.95 4.71 6.62
C -0.51 4.29 6.59
C -0.80 3.33 5.44
O -0.63 4.04 4.23
C -0.82 3.39 3.05
C -0.62 4.14 1.89
C -0.78 3.57 0.65
C -1.14 2.23 0.52
N -1.29 1.64 -0.75
C -1.37 0.20 -0.88
C -1.28 -0.08 -2.39
C 0.11 -0.61 -2.78
O 0.84 -0.05 -3.56
N 0.37 -1.80 -2.17
C 1.51 -2.59 -2.23
C 2.64 -2.21 -2.95
C 3.77 -3.00 -2.95
C 3.80 -4.18 -2.22
C 2.67 -4.58 -1.53
C 1.51 -3.82 -1.53
C 0.29 -4.27 -0.81
O -0.58 -3.50 -0.40
N 0.17 -5.60 -0.65
C -0.95 -6.20 0.04
C -1.56 1.26 -3.04
C -1.45 2.30 -1.93
O -1.52 3.49 -2.10
C -1.33 1.48 1.67
C -1.17 2.05 2.93
H 1.13 5.43 7.42
H 1.60 3.85 6.78
H 1.22 5.17 5.67
H -0.78 3.80 7.53
H -1.14 5.18 6.47
H -1.83 2.96 5.52
H -0.11 2.48 5.48
H -0.35 5.17 2.00
H -0.63 4.18 -0.23
H -2.33 -0.16 -0.48
H -0.56 -0.27 -0.31
H -2.00 -0.84 -2.68
H -0.33 -2.17 -1.52
H 2.62 -1.28 -3.49
H 4.64 -2.69 -3.50
H 4.69 -4.79 -2.20
H 2.72 -5.49 -0.95
H 0.85 -6.22 -1.05
H -1.52 -6.85 -0.64
H -1.59 -5.40 0.39
H -0.61 -6.79 0.89
H -2.55 1.32 -3.49
H -0.82 1.49 -3.81
H -1.62 0.44 1.62
H -1.33 1.43 3.79
```

The gap between HOMO and LUMO comes out at 8.170 eV. Its multiplicity is 1. As for the structure (SMILES): CCCOc1ccc(N2C[C@H](C(=O)Nc3ccccc3C(=O)NC)CC2=O)cc1.

Of them, <one> has the lowest stability.